Entry 1:
A molecular structure, C4H6N2O2 in a non-equilibrium geometry, computed with ωB97M-V/def2-TZVPD.

**Frontier orbital gap**: 9.7 eV
**Energy relative to the best compared isomer or geometry (same formula, charge and spin)**: 8.820 eV
**Multiplicity**: 1

Each line ends with the Löwdin charge.
Cartesian coordinates (Å):
C 1.44147 0.26693 0.49168  -0.090
C 0.40535 1.32653 0.46052  -0.134
C -0.72266 1.09642 -0.05193  -0.155
C -1.48249 -0.21368 -0.25161  -0.064
H 1.34492 0.05799 1.56096  0.127
H 2.40496 0.24756 0.17728  0.091
H 0.41930 2.56342 1.01503  0.213
H -1.34395 2.01744 -0.30783  0.121
H -1.42327 -0.87026 -1.27003  0.136
H -2.58732 -0.51261 -0.03667  0.151
N 1.05324 -1.46603 -1.07097  0.008
N 0.74382 -1.01676 0.13542  -0.198
O 0.27149 -2.41953 -1.43491  -0.082
O -0.52486 -1.07742 0.58304  -0.125



Entry 2:
C21H19BO4 in the gas phase in a non-equilibrium geometry, computed with ωB97M-V/def2-TZVPD.

**Frontier orbital gap**: 8.8 eV
**Multiplicity**: 1

Each line ends with the Löwdin charge.
Cartesian coordinates (Å):
C 2.07247 3.07650 1.15359  0.157
C 1.36486 2.22080 0.66510  -0.052
C 0.75209 1.02902 0.09147  -0.107
C 1.25635 -0.27059 0.28193  -0.103
C 2.48769 -0.43705 1.16794  -0.014
B 3.83626 0.15534 0.54538  -0.625
O 4.26674 -0.33093 -0.67247  0.165
O 4.49786 1.14914 1.26351  0.135
C 0.60213 -1.36751 -0.32437  -0.136
C 1.08717 -2.81815 -0.14151  -0.298
C 2.53235 -3.07334 -0.67825  -0.048
C 0.91162 -3.28995 1.36151  -0.206
C -0.18093 -2.52872 2.13818  -0.097
C -0.54885 -1.18333 -1.09927  0.054
C -1.05188 0.10517 -1.26455  -0.070
C -0.40164 1.19658 -0.68362  -0.032
C -1.06960 2.55237 -0.93242  -0.258
O -0.46482 3.56206 -1.19374  0.134
C -2.59748 2.50149 -0.86356  -0.084
C -3.34256 3.49044 -0.23693  -0.007
C -4.73784 3.35772 -0.18437  -0.069
C -5.36770 2.25006 -0.72914  -0.070
C -4.63287 1.24397 -1.37813  -0.006
C -3.25671 1.39493 -1.42746  -0.093
C -2.33206 0.35417 -2.06339  -0.268
O -2.58435 -0.18422 -3.11365  0.127
H 2.70336 3.83157 1.58303  0.049
H 2.68250 -1.47566 1.46812  0.086
H 2.28216 0.11895 2.10358  0.127
H 5.01869 0.20280 -0.96619  0.109
H 4.87734 1.79782 0.65567  0.103
H 0.41830 -3.46189 -0.73990  0.126
H 2.56259 -4.12287 -1.02255  0.082
H 2.70688 -2.46026 -1.57581  0.087
H 3.27633 -2.89226 0.10747  0.068
H 1.88958 -3.27067 1.87345  0.097
H 0.60304 -4.35050 1.28986  0.110
H -1.15093 -2.52154 1.61727  0.081
H 0.08078 -1.47838 2.35152  0.071
H -0.32474 -3.00212 3.12805  0.076
H -1.06040 -2.02398 -1.57398  0.133
H -2.82940 4.34225 0.21390  0.124
H -5.30242 4.15741 0.29914  0.108
H -6.45112 2.10651 -0.68657  0.108
H -5.08085 0.34689 -1.80784  0.124



Entry 3:
A molecular structure, C18H25F2KN6S2, computed with ωB97M-V/def2-TZVPD.

**Frontier orbital gap**: 7.4 eV
**Multiplicity**: 1

Each line ends with the Löwdin charge.
Cartesian coordinates (Å):
K 0.16362 0.29048 0.04768  0.648
C -1.38287 3.17454 1.08780  -0.219
C -2.46581 2.89207 0.04794  -0.206
N -2.17874 1.70710 -0.75503  -0.118
C -2.36923 1.83738 -2.18946  -0.285
C -1.36232 2.76668 -2.86826  -0.457
S 0.37596 2.32293 -2.58559  0.845
C 1.02326 3.75527 -1.67290  -0.464
C 0.22785 4.22728 -0.45967  -0.276
N -0.02705 3.18150 0.52668  -0.109
H -1.63686 4.12054 1.58883  0.121
H -1.42679 2.39062 1.84832  0.070
H -3.41409 2.79487 0.58611  0.122
H -2.59079 3.74864 -0.61861  0.103
H -2.68943 0.90282 -0.41494  0.070
H -2.27050 0.83903 -2.62326  0.115
H -3.37439 2.20033 -2.45741  0.119
H -1.54352 2.74554 -3.94310  0.073
H -1.50451 3.80018 -2.55410  0.066
H 2.02086 3.43357 -1.36640  0.073
H 1.15378 4.59070 -2.36319  0.076
H 0.77371 5.07105 -0.02082  0.122
H -0.72240 4.64413 -0.79342  0.094
H 0.63422 3.26746 1.28769  0.113
N -2.56797 -1.30239 0.58093  0.014
N -1.55142 -1.54755 1.54055  -0.111
C -1.52885 -0.87313 2.70000  -0.925
N -0.42354 -1.05846 3.44413  0.108
S -2.78624 0.15513 3.17192  0.581
H -3.22555 -0.69408 1.08131  -0.011
H -3.05599 -2.18374 0.44251  0.092
H -0.72094 -2.00621 1.15096  0.074
H 0.42665 -1.39120 2.98997  0.050
H -0.33833 -0.48497 4.26438  0.090
F 4.52362 -2.00178 3.96909  0.042
C 3.75671 -2.24994 2.87994  -0.291
C 2.78304 -1.34299 2.50648  -0.126
C 1.96060 -1.54586 1.38608  -0.141
C 2.21325 -2.73261 0.65799  -0.184
C 3.18798 -3.63078 1.08098  -0.231
F 3.38276 -4.80313 0.41582  0.042
C 3.97850 -3.42428 2.19171  0.048
C 1.45223 -2.99919 -0.59360  -0.225
C 2.06323 -3.54326 -1.72905  -0.005
C 1.33058 -3.71952 -2.88463  -0.059
C -0.00896 -3.35252 -2.90066  -0.070
C -0.53813 -2.81656 -1.74281  -0.150
N 0.16084 -2.63965 -0.61926  0.060
H 2.68361 -0.45503 3.12857  0.091
H 4.71902 -4.14573 2.50329  0.126
H 3.10908 -3.80812 -1.69549  0.115
H 1.79986 -4.13223 -3.76876  0.108
H -0.62313 -3.47261 -3.78217  0.100
H -1.57647 -2.50231 -1.70507  0.093



Entry 4:
2 unconnected molecules or ions with the total composition C5H11O2 in a non-equilibrium geometry, computed with ωB97M-V/def2-TZVPD.

**Frontier orbital gap**: 6.7 eV
**Energy relative to the best compared isomer or geometry (same formula, charge and spin)**: 1.693 eV
**Total charge**: -1
**Multiplicity**: 1

Each line ends with the Löwdin charge.
Cartesian coordinates (Å):
C 0.33401 -0.73074 1.88639  -0.186
C 1.58129 -0.74225 2.66438  -0.198
H 0.16045 -1.65725 1.36507  0.067
H -0.45756 -0.75538 2.51850  0.026
H 0.20207 0.04879 1.03645  0.090
H 2.01201 0.11832 3.09712  0.028
H 2.49470 -0.88076 1.93544  0.104
H 1.44925 -1.38512 3.54011  0.065
C -0.59780 0.04262 -1.63411  -0.231
C 0.12564 1.30448 -1.77657  -0.169
C -2.14575 0.15445 -1.91621  -0.771
O -2.46638 -0.21484 -3.09105  -0.140
O -2.97210 0.65096 -1.17402  -0.063
H -0.09311 -0.64006 -2.32350  0.094
H -0.55070 -0.29429 -0.54846  0.073
H -0.52843 2.07902 -1.35079  0.078
H 0.35837 1.49265 -2.88606  0.097
H 1.09403 1.40940 -1.34269  0.036